--- i ---
The molecule C3H5N3. Source: the OMol25 dataset; level of theory: ωB97M-V/def2-TZVPD.

Output
E_LUMO, eV: 0.3
Multiplicity: 1

Last column: natural (NBO) charge in e.
Geometry (Å):
1 C -1.778 0.054 0.067  -0.52
2 C -0.156 -0.337 0.200  0.30
3 C 0.846 0.361 -0.365  -0.39
4 N 2.172 -0.149 -0.070  -0.21
5 N 2.439 -1.118 0.610  -0.28
6 N -0.759 -1.199 0.853  -0.23
7 H -1.893 0.023 -1.017  0.24
8 H -1.771 1.057 0.493  0.24
9 H -2.583 -0.521 0.522  0.31
10 H 0.731 1.243 -0.978  0.23
11 H 2.902 0.440 -0.526  0.31

--- ii ---
The molecule C3H5N3. Source: the OMol25 dataset; level of theory: ωB97M-V/def2-TZVPD.

Output
E_LUMO, eV: 0.7
Multiplicity: 1
SMILES: Cn1cnnc1

Last column: natural (NBO) charge in e.
Geometry (Å):
1 C -1.370 -0.140 -0.044  -0.41
2 N 0.007 -0.095 0.391  -0.38
3 C 0.673 1.101 0.387  0.15
4 N 1.897 0.953 -0.021  -0.28
5 N 2.058 -0.382 -0.350  -0.28
6 C 0.919 -0.965 -0.127  0.15
7 H -1.705 -1.175 -0.151  0.22
8 H -1.294 0.339 -1.057  0.21
9 H -1.996 0.306 0.745  0.22
10 H 0.175 2.042 0.597  0.20
11 H 0.636 -1.983 -0.369  0.20

--- iii ---
A cluster of 2 separate species, C3H5N3 in total. Source: the OMol25 dataset; level of theory: ωB97M-V/def2-TZVPD.

Output
E_LUMO, eV: 0.9
Multiplicity: 1
SMILES: CN=C=N.C#N

Last column: natural (NBO) charge in e.
Geometry (Å):
1 C -1.954 -0.218 0.024  -0.41
2 N -0.652 -0.035 -0.552  -0.48
3 C 0.271 0.634 -0.179  0.67
4 N 1.246 1.358 0.083  -0.77
5 H -2.625 -0.478 -0.793  0.21
6 H -1.962 -1.016 0.769  0.21
7 H -2.301 0.713 0.488  0.19
8 H 0.720 2.242 -0.008  0.39
9 C 2.432 -1.037 0.057  0.08
10 N 1.528 -1.743 -0.065  -0.34
11 H 3.296 -0.420 0.176  0.24

Q: Which of them is the most stable? A: ii.

--- i ---
A cluster of 2 separate species, C3H10N in total. Source: the OMol25 dataset; level of theory: ωB97M-V/def2-TZVPD.

Output
Net charge: +1
E_LUMO, eV: -4.1
Multiplicity: 1

Last column: natural (NBO) charge in e.
Geometry (Å):
1 N -1.012 -1.224 -1.603  -0.88
2 H -0.650 -1.629 -2.455  0.46
3 H -0.450 -0.440 -1.213  0.47
4 H -1.925 -0.769 -1.634  0.46
5 H -1.019 -1.886 -0.818  0.46
6 C 1.565 0.211 1.137  -0.67
7 C 0.079 0.382 1.066  -0.18
8 C -0.503 1.332 0.332  -0.46
9 H 1.882 -0.405 1.959  0.24
10 H 1.928 -0.255 0.213  0.21
11 H 2.078 1.163 1.220  0.25
12 H -0.579 -0.160 1.738  0.21
13 H -1.539 1.614 0.211  0.22
14 H 0.146 2.065 -0.152  0.21

--- ii ---
A cluster of 2 separate species, C3H10N in total. Source: the OMol25 dataset; level of theory: ωB97M-V/def2-TZVPD.

Output
Net charge: +1
E_LUMO, eV: -5.8
Multiplicity: 1

Last column: natural (NBO) charge in e.
Geometry (Å):
1 C -3.683 1.050 0.557  -0.84
2 H -2.564 0.891 0.141  0.16
3 H -4.332 0.194 0.320  0.23
4 H -4.078 2.016 0.027  0.24
5 H -3.598 1.094 1.646  0.22
6 C 0.932 -1.471 0.323  -0.38
7 C 1.537 0.783 -0.679  0.11
8 N 1.996 -0.429 -0.347  -0.42
9 H 1.425 -2.413 0.148  0.25
10 H -0.073 -1.341 -0.091  0.24
11 H 0.932 -1.094 1.328  0.24
12 H 0.378 0.820 -0.600  0.25
13 H 2.208 1.371 -1.301  0.25
14 H 3.013 -0.706 -0.398  0.46

Q: Which of them is the most stable? A: i.

--- i ---
A cluster of 2 separate species, C3H10N in total. Source: the OMol25 dataset; level of theory: ωB97M-V/def2-TZVPD.

Output
Net charge: +1
E_LUMO, eV: -6.0
Multiplicity: 1

Last column: natural (NBO) charge in e.
Geometry (Å):
1 C -1.361 -0.706 -2.771  -0.85
2 H -2.267 -0.194 -2.461  0.22
3 H -1.623 -1.704 -3.111  0.23
4 H -0.602 -0.702 -1.980  0.17
5 H -0.826 -0.199 -3.571  0.23
6 C 1.719 -0.007 1.256  -0.44
7 C -0.305 0.938 2.234  0.16
8 N 0.465 0.770 1.225  -0.39
9 H 1.649 -0.720 0.435  0.24
10 H 1.788 -0.608 2.158  0.24
11 H 2.597 0.606 1.105  0.26
12 H -0.069 0.342 3.112  0.23
13 H -1.216 1.503 2.075  0.24
14 H 0.049 0.679 0.294  0.46

--- ii ---
A cluster of 2 separate species, C3H10N in total. Source: the OMol25 dataset; level of theory: ωB97M-V/def2-TZVPD.

Output
Net charge: +1
E_LUMO, eV: -3.9
Multiplicity: 1

Last column: natural (NBO) charge in e.
Geometry (Å):
1 C -0.712 1.364 -0.091  -0.66
2 C 1.776 -0.366 0.021  -0.50
3 C -0.213 0.024 0.456  -0.08
4 N -0.912 -1.149 -0.146  -0.73
5 H 0.080 2.007 -0.090  0.26
6 H -0.896 1.335 -1.108  0.21
7 H -1.698 1.587 0.414  0.23
8 H 1.805 -0.265 -0.995  0.20
9 H 1.843 -1.245 0.471  0.19
10 H 2.246 0.555 0.394  0.23
11 H -0.060 0.158 1.571  0.26
12 H -0.533 -1.951 0.462  0.49
13 H -0.765 -1.115 -1.156  0.45
14 H -1.959 -0.938 -0.203  0.45

--- iii ---
A cluster of 2 separate species, C3H10N in total. Source: the OMol25 dataset; level of theory: ωB97M-V/def2-TZVPD.

Output
Net charge: +1
E_LUMO, eV: -6.3
Multiplicity: 1

Last column: natural (NBO) charge in e.
Geometry (Å):
1 C -1.112 2.239 -2.456  -0.89
2 H -0.316 2.680 -1.754  0.22
3 H -1.138 3.124 -3.311  0.24
4 H -2.129 2.281 -1.925  0.22
5 H -0.961 1.310 -2.955  0.21
6 C 1.248 -1.327 0.545  -0.48
7 C 0.174 -1.370 2.672  0.15
8 N 0.119 -0.878 1.433  -0.39
9 H 1.052 -0.981 -0.519  0.26
10 H 1.296 -2.420 0.318  0.26
11 H 2.175 -0.854 0.778  0.26
12 H 0.997 -1.967 3.015  0.24
13 H -0.852 -1.509 3.173  0.25
14 H -0.553 -0.328 0.983  0.45

Q: Which of them is the most stable? A: i.

--- i ---
A structure of composition C4H3IN2. Source: the OMol25 dataset; level of theory: ωB97M-V/def2-TZVPD.

Output
E_LUMO (spin up / spin down), eV: -1.1 / -2.8
Multiplicity: 1

Last column: natural (NBO) charge in e.
Geometry (Å):
1 C 0.655 1.051 -1.289  0.17
2 C 0.740 0.946 1.149  0.18
3 C -1.430 -1.012 0.079  -0.43
4 C 1.008 0.481 -0.116  -0.28
5 N 0.439 1.497 -2.340  -0.21
6 N 0.542 1.237 2.253  -0.23
7 I 2.390 -1.127 0.065  0.28
8 H -0.909 -1.916 0.064  0.17
9 H -1.364 -0.462 0.923  0.16
10 H -2.071 -0.694 -0.789  0.19

--- ii ---
The molecule C4H3IN2. Source: the OMol25 dataset; level of theory: ωB97M-V/def2-TZVPD.

Output
E_LUMO, eV: -0.6
Multiplicity: 1

Last column: natural (NBO) charge in e.
Geometry (Å):
1 C -1.118 -1.946 0.444  -0.09
2 C -1.691 -0.887 0.145  -0.12
3 C -2.366 0.189 -0.239  0.30
4 C 0.207 1.415 -0.355  -0.88
5 N -2.881 1.443 0.269  -0.36
6 N -2.934 0.974 -1.065  -0.13
7 I -1.130 2.788 0.550  0.61
8 H -0.880 -2.917 0.784  0.24
9 H 0.423 1.892 -1.311  0.20
10 H 0.931 1.020 0.411  0.22

Q: Which of them is the most stable? A: i.

--- i ---
A cluster of 2 separate species, C6H16N4 in total. Source: the OMol25 dataset; level of theory: ωB97M-V/def2-TZVPD.

Output
E_LUMO, eV: 0.9
Multiplicity: 1
SMILES: [H]/N=C\N(C)C.C=C(N)NC

Last column: natural (NBO) charge in e.
Geometry (Å):
1 H 1.300 1.796 1.049  0.34
2 N 1.265 0.993 1.674  -0.67
3 C 1.068 -0.117 1.061  0.31
4 N 1.396 -0.440 -0.344  -0.49
5 C 1.549 0.693 -1.255  -0.44
6 C 2.385 -1.494 -0.554  -0.40
7 H 1.078 -1.028 1.655  0.17
8 H 2.490 1.226 -1.098  0.18
9 H 0.722 1.385 -1.093  0.23
10 H 1.522 0.312 -2.277  0.20
11 H 2.319 -2.251 0.223  0.20
12 H 3.401 -1.098 -0.572  0.18
13 H 2.175 -1.989 -1.511  0.20
14 C -0.733 -0.991 -0.632  -0.35
15 C -1.140 -0.217 0.448  0.20
16 N -1.680 -0.787 1.643  -0.85
17 N -1.434 1.158 0.238  -0.68
18 C -2.755 1.472 -0.298  -0.40
19 H -0.849 -0.630 -1.643  0.20
20 H -0.662 -2.065 -0.520  0.19
21 H -1.755 -1.795 1.617  0.37
22 H -1.145 -0.513 2.462  0.36
23 H -1.245 1.680 1.088  0.37
24 H -2.886 2.557 -0.296  0.19
25 H -3.570 1.009 0.270  0.18
26 H -2.818 1.135 -1.335  0.19

--- ii ---
A cluster of 2 separate species, C6H16N4 in total. Source: the OMol25 dataset; level of theory: ωB97M-V/def2-TZVPD.

Output
E_LUMO, eV: 0.4
Multiplicity: 1
SMILES: [H]/N=C(N)/C=N/[H].CC(C)(C)N

Last column: natural (NBO) charge in e.
Geometry (Å):
1 H -2.794 -2.304 -0.514  0.34
2 N -2.611 -1.412 -0.968  -0.69
3 C -2.429 -0.445 -0.161  0.36
4 N -2.579 -0.445 1.197  -0.83
5 C -2.031 0.860 -0.742  0.11
6 N -1.720 1.822 0.032  -0.65
7 H -1.551 2.707 -0.441  0.36
8 H -2.420 0.426 1.668  0.42
9 H -2.760 -1.304 1.685  0.40
10 H -2.101 0.910 -1.828  0.19
11 C 2.928 0.062 0.003  -0.61
12 C 1.412 0.084 0.163  0.15
13 C 0.943 -1.076 1.031  -0.62
14 C 0.769 -0.129 -1.385  -0.66
15 N 1.029 1.316 0.777  -0.86
16 H 3.409 0.186 0.969  0.22
17 H 3.251 -0.881 -0.432  0.21
18 H 3.256 0.869 -0.649  0.20
19 H 1.397 -1.001 2.017  0.21
20 H -0.136 -1.054 1.149  0.21
21 H 1.230 -2.026 0.587  0.20
22 H -0.253 -0.460 -1.519  0.22
23 H 1.312 -0.994 -1.765  0.20
24 H 1.042 0.753 -1.967  0.20
25 H 1.401 2.110 0.268  0.35
26 H 0.005 1.424 0.826  0.38

Q: Which of them is the most stable? A: ii.

--- i ---
A structure of composition C5H9NO3. Source: the OMol25 dataset; level of theory: ωB97M-V/def2-TZVPD.

Output
E_LUMO, eV: 0.7
Multiplicity: 1

Last column: natural (NBO) charge in e.
Geometry (Å):
1 C -0.970 -0.704 -1.844  0.73
2 C 0.896 0.619 1.772  0.20
3 N 0.242 0.146 2.880  -0.85
4 C 0.565 -0.248 0.043  -0.19
5 C -0.634 0.098 -0.034  -0.19
6 C 1.733 1.660 1.758  -0.60
7 O 0.036 -0.569 -2.810  -0.74
8 O -2.075 0.053 -2.183  -0.75
9 O -1.341 -2.037 -1.809  -0.73
10 H 0.038 0.371 -3.038  0.49
11 H -2.643 -0.518 -2.733  0.48
12 H -0.568 -2.534 -2.112  0.49
13 H 0.608 0.431 3.785  0.38
14 H -0.023 -0.829 2.851  0.38
15 H 1.487 -0.507 -0.437  0.25
16 H -1.570 0.378 0.403  0.25
17 H 2.114 2.075 0.832  0.21
18 H 2.104 2.116 2.677  0.19

--- ii ---
The molecule C5H9NO3. Source: the OMol25 dataset; level of theory: ωB97M-V/def2-TZVPD.

Output
E_LUMO, eV: 0.6
Multiplicity: 1
SMILES: CO/C(O)=C(\C)C(N)=O

Last column: natural (NBO) charge in e.
Geometry (Å):
1 C 0.805 -1.881 1.458  -0.25
2 O -0.441 -1.647 0.767  -0.56
3 C -0.406 -0.636 -0.305  0.62
4 O -0.655 -1.433 -1.319  -0.72
5 C -0.241 0.675 -0.125  -0.28
6 C -0.108 1.292 1.240  -0.62
7 C -0.209 1.616 -1.281  0.66
8 N -0.271 1.078 -2.529  -0.83
9 O -0.118 2.821 -1.098  -0.63
10 H 1.135 -1.004 2.010  0.20
11 H 0.628 -2.696 2.156  0.20
12 H 1.580 -2.146 0.735  0.19
13 H -0.722 -2.260 -0.446  0.53
14 H -0.604 2.261 1.227  0.25
15 H -0.561 0.666 2.008  0.21
16 H 0.940 1.475 1.491  0.21
17 H -0.314 1.722 -3.301  0.40
18 H -0.438 0.098 -2.686  0.41

--- iii ---
A structure of composition C5H9NO3. Source: the OMol25 dataset; level of theory: ωB97M-V/def2-TZVPD.

Output
E_LUMO, eV: 0.4
Multiplicity: 1

Last column: natural (NBO) charge in e.
Geometry (Å):
1 C 0.065 -0.313 -0.400  -0.26
2 C -0.408 1.098 -0.102  -0.43
3 C 0.798 1.606 0.704  -0.48
4 C -2.328 -1.137 -1.522  1.03
5 N -0.030 -1.301 0.675  -0.77
6 C 1.760 0.484 0.279  0.26
7 O -2.251 -2.206 -1.061  -0.54
8 O -2.573 -0.171 -2.114  -0.50
9 O 2.204 -0.347 1.171  -0.75
10 H -0.954 -1.300 1.105  0.40
11 H 0.292 -0.692 -1.388  0.21
12 H 1.067 -1.087 1.341  0.44
13 H 0.093 -2.237 0.292  0.41
14 H -1.363 1.161 0.432  0.19
15 H -0.514 1.633 -1.045  0.23
16 H 2.368 0.661 -0.616  0.15
17 H 0.632 1.534 1.780  0.21
18 H 1.142 2.616 0.472  0.21

--- iv ---
The molecule C5H9NO3. Source: the OMol25 dataset; level of theory: ωB97M-V/def2-TZVPD.

Output
E_LUMO, eV: 0.0
Multiplicity: 1
SMILES: C[C@@H](N)C(=O)CC(=O)O

Last column: natural (NBO) charge in e.
Geometry (Å):
1 C -2.046 -0.805 -0.488  -0.62
2 C -0.973 -0.233 0.431  -0.15
3 N 0.165 -1.105 0.689  -0.89
4 C -0.384 1.037 -0.196  0.60
5 O -0.354 2.027 0.519  -0.53
6 C 0.843 0.737 -1.038  -0.64
7 C 2.001 0.230 -0.191  0.86
8 O 3.028 -0.191 -0.681  -0.52
9 O 2.080 0.748 1.411  -0.80
10 H -1.614 -1.133 -1.443  0.21
11 H -2.491 -1.689 -0.012  0.22
12 H -2.822 -0.052 -0.678  0.22
13 H -1.460 0.060 1.377  0.20
14 H -0.051 -2.095 0.705  0.39
15 H 0.816 -0.566 1.631  0.45
16 H 1.134 1.589 -1.664  0.27
17 H 0.689 -0.052 -1.791  0.26
18 H 1.439 1.493 1.417  0.48

Q: Which of them is the most stable? A: ii.